An isolated molecule of C3H8S, computed with the ωB97M-V functional and the def2-TZVPD basis.

Bonds (Å) are listed after each position.
Element x y z (Å)
1 C 0.339 -1.492 -0.020  C2 1.516, H5 1.090, H6 1.093, H7 1.096
2 C -0.412 -0.251 0.420  C1 1.516, C3 1.502, H8 1.096, H9 1.093
3 C -0.304 0.892 -0.548  C2 1.502, S4 1.829, H10 1.097, H11 1.069
4 S 0.922 2.199 -0.182  C3 1.829, H12 1.335
5 H 0.165 -1.773 -1.058  C1 1.090
6 H 0.169 -2.379 0.596  C1 1.093
7 H 1.414 -1.290 0.040  C1 1.096
8 H -1.443 -0.474 0.718  C2 1.096
9 H -0.026 -0.010 1.414  C2 1.093
10 H -1.251 1.366 -0.835  C3 1.097
11 H 0.033 0.618 -1.525  C3 1.069
12 H 0.393 2.596 0.979  S4 1.335

structure (SMILES) = CCCS
HOMO level = -9.050 eV
ΔE to the lowest compared entry with this formula, charge and spin = 6.0 kcal per mole
M = 76.164 g mol⁻¹
max |F| = 1.46 eV/Å
orbital gap = 10.1 eV
calculated total energy = -14075.6602 eV


A cluster of 13 separate species, C54H147N5O32P8 in total, computed with the ωB97M-V functional and the def2-TZVPD basis.

Bonds (Å) are listed after each position.
Element x y z (Å)
1 C 17.546 17.899 10.718  O2 1.470, H9 1.083, H10 1.086, H11 1.089
2 O 18.043 19.067 11.460  C1 1.470, P3 1.567
3 P 17.361 20.477 11.404  O2 1.567, O4 1.461, O5 1.545, O7 1.576
4 O 15.941 20.500 11.747  P3 1.461
5 O 18.283 21.296 12.336  P3 1.545, C6 1.487
6 C 18.109 21.338 13.812  O5 1.487, H12 1.080, H13 1.092, H14 1.090
7 O 17.706 21.015 9.964  P3 1.576, C8 1.469
8 C 16.751 20.792 8.870  O7 1.469, H15 1.086, H16 1.079, H17 1.092
9 H 18.323 17.656 10.003  C1 1.083
10 H 16.650 18.252 10.217  C1 1.086
11 H 17.319 17.095 11.416  C1 1.089
12 H 19.059 20.966 14.166  C6 1.080
13 H 17.315 20.646 14.102  C6 1.092
14 H 17.872 22.343 14.159  C6 1.090
15 H 17.257 20.095 8.210  C8 1.086
16 H 16.655 21.790 8.469  C8 1.079
17 H 15.828 20.343 9.241  C8 1.092
18 C 16.490 21.012 22.451  O19 1.481, H26 1.089, H27 1.078, H28 1.092
19 O 16.102 22.436 22.580  C18 1.481, P20 1.560
20 P 15.041 23.057 21.620  O19 1.560, O21 1.476, O22 1.570, O24 1.577
21 O 15.128 22.610 20.216  P20 1.476
22 O 15.180 24.609 21.812  P20 1.570, C23 1.474
23 C 16.179 25.416 21.088  O22 1.474, H29 1.087, H30 1.085, H31 1.085
24 O 13.660 22.722 22.303  P20 1.577, C25 1.456
25 C 12.417 23.053 21.622  O24 1.456, H32 1.086, H33 1.090, H34 1.079
26 H 15.782 20.529 21.778  C18 1.089
27 H 16.614 20.647 23.457  C18 1.078
28 H 17.458 20.957 21.948  C18 1.092
29 H 16.758 25.887 21.878  C23 1.087
30 H 15.597 26.156 20.549  C23 1.085
31 H 16.759 24.749 20.457  C23 1.085
32 H 12.420 22.577 20.646  C25 1.086
33 H 12.311 24.134 21.529  C25 1.090
34 H 11.696 22.638 22.310  C25 1.079
35 C 17.350 18.066 20.785  O36 1.486, H43 1.087, H44 1.077, H45 1.086
36 O 17.632 18.148 22.241  C35 1.486, P37 1.568
37 P 19.082 17.864 22.767  O36 1.568, O38 1.431, O39 1.571, O41 1.605
38 O 19.302 18.084 24.164  P37 1.431
39 O 19.926 18.754 21.786  P37 1.571, C40 1.458
40 C 21.381 18.769 21.701  O39 1.458, H46 1.080, H47 1.089, H48 1.088
41 O 19.358 16.370 22.252  P37 1.605, C42 1.446
42 C 18.749 15.238 22.915  O41 1.446, H49 1.090, H50 1.093, H51 1.091
43 H 18.286 17.942 20.246  C35 1.087
44 H 16.865 19.012 20.610  C35 1.077
45 H 16.714 17.187 20.741  C35 1.086
46 H 21.647 19.635 22.290  C40 1.080
47 H 21.666 18.735 20.650  C40 1.089
48 H 21.739 17.900 22.251  C40 1.088
49 H 19.436 14.515 23.355  C42 1.090
50 H 18.212 14.694 22.134  C42 1.093
51 H 18.106 15.541 23.743  C42 1.091
52 C 22.876 24.257 16.499  O53 1.520, H60 1.089, H61 1.082, H62 1.086
53 O 21.442 24.410 16.981  C52 1.520, P54 1.569
54 P 20.281 24.271 15.936  O53 1.569, O55 1.470, O56 1.533, O58 1.554
55 O 20.616 23.361 14.831  P54 1.470
56 O 19.119 23.848 16.842  P54 1.533, C57 1.491
57 C 18.304 24.814 17.633  O56 1.491, H63 1.089, H64 1.086, H65 1.089
58 O 19.935 25.716 15.484  P54 1.554, C59 1.515
59 C 20.793 26.457 14.480  O58 1.515, H66 1.090, H67 1.083, H68 1.090
60 H 22.951 24.241 15.413  C52 1.089
61 H 23.340 23.383 16.937  C52 1.082
62 H 23.368 25.137 16.904  C52 1.086
63 H 18.958 25.424 18.254  C57 1.089
64 H 17.549 24.223 18.142  C57 1.086
65 H 17.742 25.452 16.952  C57 1.089
66 H 20.054 27.081 13.977  C59 1.090
67 H 21.190 25.689 13.827  C59 1.083
68 H 21.566 27.104 14.894  C59 1.090
69 C 23.660 15.337 16.139  O70 1.477, H77 1.083, H78 1.084, H79 1.086
70 O 23.738 14.723 17.479  C69 1.477, P71 1.555
71 P 22.929 15.291 18.680  O70 1.555, O72 1.438, O73 1.586, O75 1.567
72 O 23.038 16.696 18.964  P71 1.438
73 O 21.449 14.811 18.374  P71 1.586, C74 1.452
74 C 20.333 15.044 19.273  O73 1.452, H80 1.086, H81 1.084, H82 1.091
75 O 23.462 14.325 19.793  P71 1.567, C76 1.480
76 C 22.975 14.408 21.188  O75 1.480, H83 1.085, H84 1.085, H85 1.090
77 H 23.535 14.479 15.490  C69 1.083
78 H 24.642 15.760 15.967  C69 1.084
79 H 22.905 16.114 16.069  C69 1.086
80 H 20.036 14.077 19.668  C74 1.086
81 H 19.598 15.457 18.591  C74 1.084
82 H 20.562 15.733 20.087  C74 1.091
83 H 22.989 13.423 21.644  C76 1.085
84 H 21.961 14.795 21.189  C76 1.085
85 H 23.610 15.016 21.833  C76 1.090
86 C 14.272 21.463 14.416  O87 1.494, H94 1.089, H95 1.092, H96 1.083
87 O 13.702 22.452 15.379  C86 1.494, P88 1.568
88 P 14.313 23.879 15.600  O87 1.568, O89 1.458, O90 1.575, O92 1.537
89 O 15.745 23.873 15.876  P88 1.458
90 O 13.905 24.769 14.366  P88 1.575, C91 1.467
91 C 14.675 24.611 13.127  O90 1.467, H97 1.084, H98 1.082, H99 1.088
92 O 13.374 24.448 16.676  P88 1.537, C93 1.505
93 C 13.204 23.695 17.968  O92 1.505, H100 1.092, H101 1.082, H102 1.084
94 H 14.591 20.630 15.042  C86 1.089
95 H 15.103 21.947 13.899  C86 1.092
96 H 13.565 21.179 13.646  C86 1.083
97 H 14.313 25.469 12.574  C91 1.084
98 H 14.236 23.722 12.691  C91 1.082
99 H 15.743 24.589 13.336  C91 1.088
100 H 13.609 24.277 18.798  C93 1.092
101 H 13.791 22.787 17.951  C93 1.082
102 H 12.153 23.450 18.081  C93 1.084
103 C 12.673 15.581 14.719  O104 1.490, H111 1.089, H112 1.087, H113 1.085
104 O 11.950 16.065 13.509  C103 1.490, P105 1.545
105 P 11.907 17.569 13.157  O104 1.545, O106 1.456, O107 1.571, O109 1.588
106 O 12.371 18.460 14.210  P105 1.456
107 O 12.657 17.704 11.783  P105 1.571, C108 1.468
108 C 13.546 18.838 11.500  O107 1.468, H114 1.088, H115 1.089, H116 1.082
109 O 10.411 17.776 12.664  P105 1.588, C110 1.449
110 C 9.821 19.099 12.701  O109 1.449, H117 1.087, H118 1.088, H119 1.085
111 H 11.902 15.118 15.333  C103 1.089
112 H 13.034 16.447 15.268  C103 1.087
113 H 13.490 14.915 14.461  C103 1.085
114 H 13.459 19.013 10.430  C108 1.088
115 H 14.607 18.654 11.658  C108 1.089
116 H 13.362 19.672 12.164  C108 1.082
117 H 8.821 18.914 13.088  C110 1.087
118 H 9.726 19.404 11.661  C110 1.088
119 H 10.422 19.727 13.350  C110 1.085
120 C 19.958 19.364 17.070  O121 1.452, H128 1.075, H129 1.082, H130 1.091
121 O 18.682 19.396 16.379  C120 1.452, P122 1.574
122 P 17.411 18.797 17.088  O121 1.574, O123 1.472, O124 1.547, O126 1.550
123 O 17.619 17.479 17.710  P122 1.472
124 O 16.939 19.853 18.114  P122 1.547, C125 1.504
125 C 16.891 21.321 17.789  O124 1.504, H131 1.082, H132 1.084, H133 1.088
126 O 16.342 18.885 15.969  P122 1.550, C127 1.471
127 C 16.273 17.901 14.879  O126 1.471, H134 1.085, H135 1.087, H136 1.086
128 H 19.955 20.275 17.640  C120 1.075
129 H 20.669 19.285 16.259  C120 1.082
130 H 20.072 18.445 17.647  C120 1.091
131 H 17.466 21.695 18.626  C125 1.082
132 H 15.864 21.665 17.765  C125 1.084
133 H 17.377 21.477 16.828  C125 1.088
134 H 17.106 17.206 14.835  C127 1.085
135 H 16.227 18.384 13.906  C127 1.087
136 H 15.365 17.344 15.085  C127 1.086
137 C 16.075 14.266 17.419  C138 1.503, H144 1.089, H145 1.094, H146 1.091
138 C 17.229 13.309 17.530  C137 1.503, N139 1.468, H147 1.093, H148 1.102
139 N 16.886 11.990 18.076  C138 1.468, C140 1.433, C142 1.504
140 C 16.359 12.028 19.408  N139 1.433, C141 1.523, H149 1.091, H150 1.087
141 C 17.239 12.702 20.454  C140 1.523, H151 1.100, H152 1.091, H153 1.093
142 C 18.024 11.038 17.834  N139 1.504, C143 1.491, H154 1.092, H155 1.089
143 C 17.927 9.701 18.488  C142 1.491, H156 1.089, H157 1.093, H158 1.095
144 H 15.618 14.563 18.362  C137 1.089
145 H 15.319 13.802 16.779  C137 1.094
146 H 16.377 15.208 16.959  C137 1.091
147 H 17.766 13.109 16.599  C138 1.093
148 H 18.055 13.753 18.108  C138 1.102
149 H 15.435 12.599 19.499  C140 1.091
150 H 16.114 11.025 19.750  C140 1.087
151 H 18.255 12.283 20.425  C141 1.100
152 H 17.366 13.755 20.203  C141 1.091
153 H 16.913 12.534 21.483  C141 1.093
154 H 19.023 11.401 18.085  C142 1.092
155 H 18.053 10.892 16.756  C142 1.089
156 H 17.120 9.030 18.199  C143 1.089
157 H 17.944 9.730 19.580  C143 1.093
158 H 18.862 9.209 18.199  C143 1.095
159 C 12.358 20.042 17.590  C160 1.519, H166 1.087, H167 1.091, H168 1.091
160 C 13.429 19.654 18.595  C159 1.519, N161 1.472, H169 1.087, H170 1.087
161 N 13.032 18.389 19.234  C160 1.472, C162 1.455, C164 1.458
162 C 13.374 18.321 20.646  N161 1.455, C163 1.530, H171 1.093, H172 1.103
163 C 12.581 19.291 21.525  C162 1.530, H173 1.091, H174 1.090, H175 1.095
164 C 13.517 17.211 18.524  N161 1.458, C165 1.453, H176 1.089, H177 1.084
165 C 12.586 16.097 18.588  C164 1.453, H178 1.088, H179 1.093, H180 1.089
166 H 12.508 21.046 17.202  C159 1.087
167 H 11.436 20.066 18.174  C159 1.091
168 H 12.273 19.413 16.703  C159 1.091
169 H 14.390 19.453 18.128  C160 1.087
170 H 13.624 20.378 19.383  C160 1.087
171 H 13.046 17.320 20.940  C162 1.093
172 H 14.442 18.410 20.906  C162 1.103
173 H 12.577 19.036 22.586  C163 1.091
174 H 13.024 20.277 21.385  C163 1.090
175 H 11.519 19.336 21.264  C163 1.095
176 H 14.483 16.868 18.890  C164 1.089
177 H 13.559 17.645 17.531  C164 1.084
178 H 12.491 15.664 19.581  C165 1.088
179 H 12.931 15.287 17.939  C165 1.093
180 H 11.603 16.457 18.289  C165 1.089
181 C 20.263 16.503 15.348  C182 1.497, H188 1.086, H189 1.088, H190 1.087
182 C 19.549 15.233 15.005  C181 1.497, N183 1.459, H191 1.092, H192 1.095
183 N 19.134 15.121 13.610  C182 1.459, C184 1.439, C186 1.474
184 C 18.162 14.110 13.289  N183 1.439, C185 1.543, H193 1.090, H194 1.094
185 C 16.713 14.402 13.730  C184 1.543, H195 1.097, H196 1.095, H197 1.088
186 C 20.306 14.975 12.727  N183 1.474, C187 1.571, H198 1.095, H199 1.083
187 C 20.091 15.789 11.401  C186 1.571, H200 1.089, H201 1.090, H202 1.091
188 H 21.029 16.717 14.609  C181 1.086
189 H 20.666 16.461 16.358  C181 1.088
190 H 19.566 17.337 15.311  C181 1.087
191 H 20.150 14.343 15.201  C182 1.092
192 H 18.671 15.134 15.653  C182 1.095
193 H 18.200 13.957 12.210  C184 1.090
194 H 18.456 13.167 13.761  C184 1.094
195 H 16.483 15.443 13.472  C185 1.097
196 H 16.064 13.798 13.088  C185 1.095
197 H 16.461 14.201 14.769  C185 1.088
198 H 20.490 13.934 12.441  C186 1.095
199 H 21.198 15.323 13.232  C186 1.083
200 H 20.865 15.528 10.680  C187 1.089
201 H 20.107 16.862 11.594  C187 1.090
202 H 19.102 15.576 10.994  C187 1.091
203 C 24.261 21.192 20.291  C204 1.522, H210 1.092, H211 1.088, H212 1.087
204 C 23.037 21.725 19.560  C203 1.522, N205 1.474, H213 1.099, H214 1.099
205 N 21.960 22.117 20.486  C204 1.474, C206 1.450, C208 1.455
206 C 20.681 22.190 19.806  N205 1.450, C207 1.511, H215 1.091, H216 1.091
207 C 19.561 22.744 20.654  C206 1.511, H217 1.095, H218 1.095, H219 1.090
208 C 22.329 23.267 21.296  N205 1.455, C209 1.484, H220 1.095, H221 1.083
209 C 22.569 24.567 20.622  C208 1.484, H222 1.092, H223 1.098, H224 1.097
210 H 24.975 20.873 19.528  C203 1.092
211 H 24.099 20.385 21.002  C203 1.088
212 H 24.748 22.010 20.815  C203 1.087
213 H 23.324 22.443 18.778  C204 1.099
214 H 22.614 20.876 19.005  C204 1.099
215 H 20.413 21.172 19.523  C206 1.091
216 H 20.829 22.789 18.906  C206 1.091
217 H 19.588 23.827 20.816  C207 1.095
218 H 19.588 22.256 21.635  C207 1.095
219 H 18.590 22.473 20.239  C207 1.090
220 H 21.482 23.323 21.988  C208 1.095
221 H 23.174 22.953 21.896  C208 1.083
222 H 22.771 25.359 21.346  C209 1.092
223 H 23.451 24.487 19.973  C209 1.098
224 H 21.727 24.794 19.957  C209 1.097
225 C 25.664 19.250 17.197  C226 1.495, H232 1.087, H233 1.090, H234 1.089
226 C 24.397 19.345 16.410  C225 1.495, N227 1.481, H235 1.093, H236 1.094
227 N 24.360 20.512 15.499  C226 1.481, C228 1.427, C230 1.469
228 C 23.029 20.842 15.108  N227 1.427, C229 1.570, H237 1.079, H238 1.088
229 C 22.305 19.798 14.185  C228 1.570, H239 1.097, H240 1.092, H241 1.092
230 C 25.393 20.432 14.458  N227 1.469, C231 1.560, H242 1.093, H243 1.086
231 C 25.421 21.773 13.662  C230 1.560, H244 1.087, H245 1.089, H246 1.083
232 H 25.892 20.231 17.607  C225 1.087
233 H 26.509 18.817 16.663  C225 1.090
234 H 25.547 18.593 18.058  C225 1.089
235 H 24.202 18.406 15.885  C226 1.093
236 H 23.537 19.496 17.068  C226 1.094
237 H 22.424 20.840 16.002  C228 1.079
238 H 22.973 21.754 14.516  C228 1.088
239 H 22.729 19.758 13.174  C229 1.097
240 H 22.518 18.776 14.507  C229 1.092
241 H 21.234 20.008 14.140  C229 1.092
242 H 25.169 19.610 13.773  C230 1.093
243 H 26.332 20.270 14.978  C230 1.086
244 H 25.744 22.516 14.386  C231 1.087
245 H 24.468 22.030 13.203  C231 1.089
246 H 26.243 21.708 12.959  C231 1.083

HOMO level = -7.976 eV
M = 1626.565 g mol⁻¹
max |F| = 2.86 eV/Å
orbital gap = 8.5 eV
calculated total energy = -205679.9179 eV


A cluster of 2 separate species, C3H9N in total, computed with the ωB97M-V functional and the def2-TZVPD basis.

Bonds (Å) are listed after each position.
Element x y z (Å)
1 C 2.160 -0.330 1.034  H2 1.092, H3 1.095, H4 1.092, H5 1.087
2 H 1.124 -0.225 0.704  C1 1.092
3 H 2.794 0.452 0.605  C1 1.095
4 H 2.128 -0.192 2.117  C1 1.092
5 H 2.626 -1.292 0.834  C1 1.087
6 C -1.509 -0.156 0.470  C7 1.399, H9 1.103, H10 1.086
7 C -1.585 -0.216 -0.926  C6 1.399, N8 1.428, H11 1.086
8 N -0.655 0.463 -1.771  C7 1.428, H12 1.020, H13 1.017
9 H -1.007 0.696 0.958  C6 1.103
10 H -2.370 -0.535 1.013  C6 1.086
11 H -2.445 -0.761 -1.304  C7 1.086
12 H -0.122 1.136 -1.219  N8 1.020
13 H -1.140 0.960 -2.515  N8 1.017

multiplicity = 2
HOMO level (spin up / spin down) = 1.853 / -2.400 eV
ΔE to the lowest compared entry with this formula, charge and spin = 32.7 kcal per mole
M = 59.112 g mol⁻¹
expectation value of S² = 0.754
charge = -1
max |F| = 1.20 eV/Å
orbital gap (spin up / spin down) = 2.9 / 6.9 eV
calculated total energy = -4743.9375 eV